# C40H35BF2GeNO7OsS

A structure of composition C40H35BF2GeNO7OsS (ωB97M-V with the def2-TZVPD basis set, the Open Molecules 2025 dataset).

Atoms and positions in Å:
1 Os -0.8606 1.6960 1.0616
2 O -2.6104 0.2751 -0.0747
3 C -2.6382 -1.1446 -0.2279
4 C -1.1755 -1.6054 -0.2735
5 O -0.8773 -2.7698 -0.3307
6 O -0.3010 -0.6073 -0.2724
7 C -3.2748 -1.5202 -1.5679
8 C -3.6158 -0.5394 -2.4891
9 C -4.1969 -0.8970 -3.7008
10 C -4.4293 -2.2294 -3.9971
11 C -4.0864 -3.2109 -3.0740
12 C -3.5152 -2.8596 -1.8631
13 C -3.3926 -1.7493 0.9501
14 C -4.7623 -1.4962 1.0204
15 C -5.5026 -1.9282 2.1071
16 C -4.8819 -2.6299 3.1332
17 C -3.5236 -2.8900 3.0632
18 C -2.7778 -2.4513 1.9763
19 H -3.4539 0.6037 0.2705
20 H -3.4469 0.5047 -2.2612
21 H -4.4701 -0.1250 -4.4083
22 H -4.8819 -2.5058 -4.9405
23 H -4.2710 -4.2539 -3.2966
24 H -3.2513 -3.6220 -1.1417
25 H -5.2583 -0.9703 0.2107
26 H -6.5639 -1.7220 2.1506
27 H -5.4581 -2.9700 3.9838
28 H -3.0315 -3.4291 3.8623
29 H -1.7159 -2.6563 1.9442
30 C 5.1220 4.9476 -3.7760
31 C 3.9726 4.7504 -2.8269
32 C 4.1527 4.1265 -1.5983
33 C 3.0874 3.9406 -0.7277
34 C 1.8293 4.3876 -1.0894
35 C 1.6280 5.0340 -2.3045
36 C 2.6964 5.2055 -3.1636
37 S 0.4477 4.1336 -0.0253
38 O -0.2817 5.3683 0.0257
39 O 0.9659 3.5506 1.2117
40 N -0.4315 2.9286 -0.6396
41 C -1.6520 3.2823 -1.3613
42 C -2.8974 3.0823 -0.4943
43 O -3.9994 3.1903 -0.9745
44 O -2.6510 2.7391 0.7576
45 H 6.0504 4.5597 -3.3598
46 H 5.2655 6.0060 -3.9984
47 H 4.9356 4.4380 -4.7227
48 H 5.1407 3.7860 -1.3125
49 H 3.2286 3.4761 0.2387
50 H 0.6468 5.4109 -2.5631
51 H 2.5434 5.7092 -4.1108
52 H -1.7624 2.6438 -2.2391
53 H -1.6516 4.3214 -1.6935
54 F -0.4110 1.9047 4.1766
55 B -0.9103 1.1614 3.1947
56 F -1.5426 0.0538 3.5908
57 C 2.0379 0.4319 -1.7010
58 Ge 1.5643 -0.8492 -0.3328
59 C 2.1566 -2.6386 -0.7579
60 C 3.2096 -3.1448 0.0016
61 C 3.7765 -4.3750 -0.3094
62 C 3.2929 -5.1045 -1.3838
63 C 2.2436 -4.6058 -2.1469
64 C 1.6799 -3.3788 -1.8378
65 C 2.0075 -0.2745 1.4547
66 C 2.7282 0.8900 1.5986
67 C 2.9912 1.4390 2.8654
68 C 2.5159 0.8164 3.9877
69 C 1.7798 -0.3913 3.8935
70 C 1.2732 -1.0375 5.0445
71 C 0.5551 -2.1989 4.9397
72 C 0.3130 -2.7646 3.6759
73 C 0.7852 -2.1568 2.5408
74 C 1.5293 -0.9558 2.6156
75 H 3.1168 0.5934 -1.7078
76 H 1.5257 1.3814 -1.5467
77 H 1.7485 0.0270 -2.6715
78 H 3.5867 -2.5863 0.8519
79 H 4.5901 -4.7616 0.2907
80 H 3.7288 -6.0650 -1.6270
81 H 1.8605 -5.1784 -2.9817
82 H 0.8486 -3.0124 -2.4278
83 H 3.0783 1.4121 0.7159
84 H 3.5357 2.3705 2.9465
85 H 2.6797 1.2498 4.9667
86 H 1.4575 -0.5907 6.0141
87 H 0.1703 -2.6803 5.8290
88 H -0.2504 -3.6858 3.5957
89 H 0.5863 -2.6096 1.5746

Summary:
* strongest force on any atom: 0.641 eV Å⁻¹
* calculated total energy: -4917.13506 Eh
* spin multiplicity: 6
* <S²>: 8.76
* molar mass: 985.43 g/mol
* HOMO-LUMO gap (spin up / spin down): 8.07 / 7.09 eV
* HOMO energy (spin up / spin down): -7.9 / -8.6 eV